Entry 1:
2 unconnected molecules or ions with the total composition C4H14N2O2 in a non-equilibrium geometry. Source: the Open Molecules 2025 dataset; level of theory: ωB97M-V with the def2-TZVPD basis set.

Calculated values
LUMO (eV): 0.54
Energy relative to the best compared isomer or geometry (same formula, charge and spin) (kJ/mol): 121.67
Kohn-Sham gap (eV): 9.78
Total charge: 0
HOMO level (Ha): -0.33952
Electronic energy (hartree): -420.7588
SMILES: NCC[C@H](N)CO.O

Last column: natural (NBO) charge in e.
Geometry (Å):
N1 -2.763714 -0.101772 1.121879  -0.830
C1 -1.961584 -0.817590 0.063376  -0.219
C2 -0.506938 -0.986678 0.495360  -0.436
C3 0.228644 0.352040 0.581807  -0.092
N2 0.900174 0.623466 -0.728276  -0.838
C4 1.307600 0.168899 1.677195  -0.060
O1 2.205167 1.294621 1.547489  -0.723
H1 -2.580508 0.894097 1.052362  0.344
H2 -2.452314 -0.312606 2.065420  0.347
H3 -1.991271 -0.180683 -0.825310  0.186
H4 -2.441590 -1.782300 -0.048135  0.196
H5 0.059341 -1.740239 -0.057508  0.210
H6 -0.531545 -1.534341 1.445308  0.193
H7 -0.532269 1.105325 0.810371  0.183
H8 0.290806 0.346290 -1.493712  0.371
H9 1.668843 -0.053966 -0.752414  0.351
H10 0.825944 0.003175 2.638556  0.172
H11 1.884791 -0.721360 1.422151  0.162
H12 1.744155 1.914575 0.975854  0.478
O2 0.516844 -0.370283 -3.819082  -0.937
H13 -0.087126 -1.060994 -4.111823  0.467
H14 1.139464 -0.368663 -4.562374  0.473

Forces on atoms 1 to 3 (eV/Å):
N 0.3905 0.2638 -0.6426
C -0.0045 0.6507 1.4749
C -0.5234 -0.7678 0.6332


Entry 2:
2 unconnected molecules or ions with the total composition C4H14N2O2 in a non-equilibrium geometry. Source: the Open Molecules 2025 dataset; level of theory: ωB97M-V with the def2-TZVPD basis set.

Calculated values
LUMO (eV): 0.84
Energy relative to the best compared isomer or geometry (same formula, charge and spin) (kJ/mol): 161.05
Kohn-Sham gap (eV): 10.00
Total charge: 0
HOMO level (Ha): -0.33663
Electronic energy (hartree): -420.7438
SMILES: CNCCNCO.O

Last column: natural (NBO) charge in e.
Geometry (Å):
C1 -0.536864 2.370494 -0.337502  -0.426
N1 0.031559 1.049943 0.007934  -0.658
C2 -0.386909 -0.055229 -0.900576  -0.244
C3 0.364933 -1.368442 -0.463004  -0.238
N2 -0.289012 -2.274150 0.450861  -0.639
C4 -0.269189 -1.912989 1.848348  0.089
O1 -1.284754 -0.957606 2.224511  -0.765
H1 0.091034 3.001320 0.300953  0.204
H2 -1.613934 2.560296 -0.239995  0.173
H3 -0.275460 2.516582 -1.362492  0.209
H4 -0.150099 0.763341 0.958229  0.362
H5 -0.099939 0.139305 -1.921467  0.199
H6 -1.464687 -0.205974 -0.782061  0.158
H7 0.644728 -1.938761 -1.352777  0.197
H8 1.311688 -0.957786 -0.098123  0.209
H9 -1.233143 -2.542672 0.214873  0.365
H10 -0.528677 -2.703724 2.566539  0.180
H11 0.744523 -1.521716 2.065191  0.159
H12 -1.695042 -0.469285 1.490397  0.467
O2 2.288563 1.795522 -1.715362  -0.972
H13 2.097280 1.747992 -0.766714  0.497
H14 2.253401 0.963540 -2.187763  0.472

Forces on atoms 1 to 3 (eV/Å):
C 1.0984 -0.7673 0.9835
N -0.5673 -0.6203 -1.2478
C 0.4531 -0.5738 2.0061


Entry 3:
2 unconnected molecules or ions with the total composition C4H14N2OS in a non-equilibrium geometry. Source: the Open Molecules 2025 dataset; level of theory: ωB97M-V with the def2-TZVPD basis set.

Calculated values
Spin multiplicity: 2
LUMO (spin up / spin down) (eV): -3.38 / -8.20
Energy relative to the best compared isomer or geometry (same formula, charge and spin) (kJ/mol): 0.00
Kohn-Sham gap (spin up / spin down) (eV): 9.39 / 4.55
Expectation value of S²: 0.754
Total charge: +1
HOMO level (spin up / spin down) (Ha): -0.46926 / -0.46865
Electronic energy (hartree): -743.3952

Last column: Löwdin spin population.
Geometry (Å):
C1 -1.325923 0.548340 -0.264068  0.084
N1 -0.532599 0.930828 0.895662  0.699
C2 0.373917 2.108238 0.810004  0.074
N2 1.110904 2.372594 1.981835  -0.001
C3 -0.489879 -0.026491 -1.374771  0.018
C4 -0.227883 -1.533380 -1.315065  0.006
S1 -1.704886 -2.533012 -1.546977  0.003
H1 -2.068295 -0.125223 0.088669  0.002
H2 -1.931556 1.416685 -0.523435  0.047
H3 -1.012919 0.952364 1.799117  0.016
H4 -0.242039 2.994544 0.562326  0.039
H5 1.072995 1.932045 -0.000852  0.010
H6 0.608209 2.602758 2.821535  0.000
H7 1.810539 1.681189 2.209748  0.001
H8 -0.843239 0.264952 -2.371730  -0.001
H9 0.495236 0.414370 -1.433501  0.000
H10 0.496364 -1.749468 -2.124943  0.001
H11 0.277279 -1.857022 -0.430167  0.001
H12 -2.207966 -2.516483 -0.298972  0.000
H13 1.917543 -3.375352 0.036714  0.000
H14 1.902873 -1.889033 0.334407  0.000
O1 2.521325 -2.613443 0.144465  0.000

Forces on atoms 1 to 3 (eV/Å):
C 0.5225 -0.3849 0.6970
N -1.0924 2.0488 -0.4862
C 0.9884 -0.1596 0.5200


Entry 4:
2 unconnected molecules or ions with the total composition C4H14N3 in a non-equilibrium geometry. Source: the Open Molecules 2025 dataset; level of theory: ωB97M-V with the def2-TZVPD basis set.

Calculated values
Spin multiplicity: 2
LUMO (spin up / spin down) (eV): 0.98 / 0.88
Energy relative to the best compared isomer or geometry (same formula, charge and spin) (kJ/mol): 86.96
Kohn-Sham gap (spin up / spin down) (eV): 4.73 / 9.76
Expectation value of S²: 0.754
Total charge: 0
HOMO level (spin up / spin down) (Ha): -0.13782 / -0.32639
Electronic energy (hartree): -324.9542

Last column: Löwdin spin population.
Geometry (Å):
C1 2.710778 1.728144 -0.240137  0.015
C2 1.327166 -0.260669 0.217721  0.465
N1 1.578762 1.087273 0.369077  0.123
N2 2.089846 -0.986399 -0.719830  0.139
N3 0.477338 -1.030080 0.965367  0.143
H1 0.743907 1.675490 0.315017  0.028
H2 2.618400 -0.513221 -1.417364  0.005
H3 2.086465 -1.979681 -0.641574  0.019
H4 0.141790 -0.718742 1.865523  0.024
H5 0.598741 -2.033069 0.877404  0.029
H6 2.847380 2.782701 0.008222  0.002
H7 2.642981 1.734465 -1.348929  0.005
H8 3.593387 1.097566 -0.154768  0.002
C3 -3.288767 -0.248186 -0.661539  0.000
C4 -2.477730 -0.300664 0.642802  0.001
H9 -2.690348 -0.433729 -1.555411  0.000
H10 -4.010037 -1.068990 -0.625072  0.000
H11 -3.936616 0.637869 -0.691390  0.000
H12 -3.175498 -0.488480 1.469618  0.000
H13 -1.883394 0.595646 0.745073  0.000
H14 -1.994548 -1.277240 0.580194  0.000

Forces on atoms 1 to 3 (eV/Å):
C 0.2768 -0.7807 -1.7668
C 1.1231 -0.1857 -2.1181
N -0.9353 1.1764 1.4871


Entry 5:
2 unconnected molecules or ions with the total composition C4H14N3. Source: the Open Molecules 2025 dataset; level of theory: ωB97M-V with the def2-TZVPD basis set.

Calculated values
LUMO (eV): -3.16
Energy relative to the best compared isomer or geometry (same formula, charge and spin) (kJ/mol): 89.31
Kohn-Sham gap (eV): 10.34
Total charge: +1
HOMO level (Ha): -0.49610
Electronic energy (hartree): -324.8308

Last column: natural (NBO) charge in e.
Geometry (Å):
C1 1.546893 2.140268 -1.382607  -0.418
N1 0.273288 1.439192 -1.143336  -0.679
C2 -0.567301 1.974453 -0.165334  0.260
N2 -1.805295 1.708846 -0.174167  -0.668
H1 1.397126 3.108245 -1.857341  0.214
H2 2.041592 2.270844 -0.421586  0.209
H3 2.193101 1.525571 -2.004066  0.216
H4 -0.279752 1.279915 -1.979346  0.407
H5 -0.064470 2.550197 0.613818  0.170
H6 -2.245145 2.173239 0.619435  0.363
C3 -0.644881 -2.757173 1.482951  -0.638
C4 -0.487563 -1.335635 0.987540  -0.221
N3 0.389472 -1.299556 -0.238396  -0.702
H7 -1.244271 -2.774747 2.389225  0.258
H8 -1.187227 -3.367433 0.758596  0.226
H9 0.326670 -3.206126 1.687098  0.220
H10 -1.431160 -0.881574 0.693776  0.242
H11 -0.015136 -0.692008 1.727291  0.219
H12 1.330081 -1.636968 -0.011324  0.427
H13 0.476875 -0.310376 -0.624904  0.466
H14 -0.002905 -1.909179 -0.957322  0.430

Forces on atoms 1 to 3 (eV/Å):
C -0.1429 -0.1584 0.0922
N 0.2176 -0.1417 -0.0688
C -0.3785 -0.1444 0.2174


Entry 6:
2 unconnected molecules or ions with the total composition C4H14N3 in a non-equilibrium geometry. Source: the Open Molecules 2025 dataset; level of theory: ωB97M-V with the def2-TZVPD basis set.

Calculated values
LUMO (eV): -3.45
Energy relative to the best compared isomer or geometry (same formula, charge and spin) (kJ/mol): 126.25
Kohn-Sham gap (eV): 9.41
Total charge: +1
HOMO level (Ha): -0.47257
Electronic energy (hartree): -324.8168

Last column: natural (NBO) charge in e.
Geometry (Å):
C1 0.962348 -2.029269 -1.614922  -0.411
N1 0.321733 -1.744658 -0.282058  -0.504
C2 0.938083 -1.858178 0.860825  0.398
N2 0.528848 -1.390741 2.032273  -0.727
H1 0.967400 -1.072886 -2.193394  0.237
H2 0.444183 -2.817612 -2.183015  0.245
H3 2.009890 -2.320912 -1.393373  0.220
H4 -0.513250 -1.148785 -0.373223  0.434
H5 1.888263 -2.413455 0.840313  0.227
H6 -0.160897 -0.682950 2.147198  0.430
H7 1.021744 -1.606203 2.922209  0.443
C3 -0.395284 1.534659 0.952495  -0.643
C4 -0.471705 1.987792 -0.541840  -0.214
N3 -1.881869 1.877852 -1.049628  -0.837
H8 -0.976260 0.602883 1.041524  0.163
H9 0.670626 1.538943 1.267624  0.228
H10 -0.999207 2.301110 1.462154  0.232
H11 -0.116562 3.040714 -0.557424  0.190
H12 0.146638 1.363763 -1.227583  0.167
H13 -2.475961 2.215487 -0.310262  0.351
H14 -1.908759 2.622437 -1.799892  0.371

Forces on atoms 1 to 3 (eV/Å):
C 0.6060 0.4784 0.5166
N -0.3434 0.8432 -1.1055
C 0.3675 -0.2458 0.3969